Entry 1:
{
  "formula": "C8H14N2O3S",
  "method": "wB97M-V/def2-TZVPD",
  "charge": 0,
  "energy_ev": -28477.9439,
  "symbols": ["O", "H", "H", "C", "C", "H", "C", "H", "H", "C", "H", "N", "H", "C", "O", "H", "N", "H", "C", "O", "S", "H", "H", "H", "H", "C", "C", "H"],
  "xyz": [[1.037723, 2.747374, 1.184098], [0.576153, -0.735902, 1.102243], [-0.769340, -0.650107, -2.295142], [0.621662, 0.188032, 0.555856], [0.193542, 1.485807, -1.420728], [-1.128009, 3.017509, -2.109436], [-1.211084, 2.090839, -1.539594], [-2.778297, 2.881486, -0.287503], [-1.986271, 1.455268, 0.377642], [-0.181722, -3.613128, 0.958811], [0.597226, -3.170472, 2.859304], [-0.102271, -2.333630, 0.484489], [0.846317, 2.184573, -0.903781], [-0.407582, -0.809344, -1.293953], [2.217240, 0.978971, 2.429873], [0.596500, 1.281548, -2.414718], [0.156186, 0.235698, -0.677317], [-0.575237, -4.381863, 0.289252], [-0.498364, -2.081679, -0.720813], [2.866366, 1.481559, 0.117911], [1.645109, 1.450629, 1.207110], [0.149934, -4.930082, 2.562134], [3.673615, 1.220953, 0.563583], [-1.859370, 1.412597, -2.098905], [-1.152895, 3.008796, 0.408570], [-1.820567, 2.378677, -0.174626], [0.210255, -3.923516, 2.194312], [-0.916818, -2.870594, -1.358674]],
  "forces_ev_per_a": [[0.168, -0.236, -0.174], [0.051, 0.015, 0.134], [0.031, 0.162, -0.020], [0.778, 0.967, 0.544], [-0.280, 0.874, -0.844], [0.077, -0.035, -0.073], [0.064, -0.089, 0.248], [-0.079, 0.016, 0.029], [-0.040, -0.047, 0.089], [-0.025, -0.909, 0.393], [0.071, 0.185, 0.071], [-0.124, 0.355, -0.279], [-0.154, -0.087, -0.341], [-0.220, -0.011, -0.461], [-0.152, -0.262, -0.084], [0.073, -0.068, 0.153], [0.018, -0.430, 0.207], [-0.005, -0.044, 0.020], [-0.002, -0.402, 0.261], [-0.952, 0.344, 0.060], [0.535, -0.009, 0.043], [-0.041, -0.261, 0.036], [0.339, -0.204, 0.322], [0.052, 0.053, -0.092], [-0.099, 0.025, 0.061], [-0.019, 0.071, -0.115], [-0.103, -0.015, -0.244], [0.037, 0.040, 0.054]],
  "mulliken_charge": [-0.547, 1.038, 0.360, -0.715, -0.908, 0.399, -0.296, 0.412, 0.271, -0.092, 0.280, -0.327, 0.349, -0.572, -0.664, 0.318, 0.226, 0.192, 0.021, -0.524, 1.100, 0.270, 0.350, 0.317, 0.228, -1.111, -0.726, 0.351]
}

***

Entry 2:
{
  "formula": "C8H14N2O4",
  "method": "wB97M-V/def2-TZVPD",
  "smiles": "O=C(O)[C@H](CO)NC(=O)[C@@H]1CCCN1",
  "charge": 0,
  "energy_ev": -19692.7908,
  "symbols": ["O", "C", "C", "H", "H", "N", "H", "H", "N", "O", "C", "H", "H", "C", "O", "H", "C", "C", "H", "H", "H", "H", "H", "O", "H", "C", "C", "H"],
  "xyz": [[3.292208, 1.171268, 2.297013], [-3.869403, -1.237197, 0.187442], [-4.063022, -0.623423, -1.274340], [1.359134, 0.656054, -1.475769], [-2.665941, 0.969423, -1.724529], [0.294082, -0.156816, 0.510228], [-4.604049, -0.773625, 0.913317], [-2.447250, -0.032836, 1.127113], [-2.509631, -0.917377, 0.638725], [3.725893, -0.217602, 0.038834], [2.141046, 0.283849, 2.190159], [-2.441361, -0.438574, -2.731060], [1.496807, 0.680374, 2.950644], [-0.521931, 0.302068, -0.518065], [2.163713, 0.137683, -1.419002], [-4.841500, 0.273564, -1.268500], [1.556770, 0.558753, 0.802916], [-1.697965, -0.643521, -0.602748], [2.283633, -0.826695, 2.294760], [4.023111, 0.649444, 1.963902], [1.441471, 1.631977, 0.713063], [-1.334659, -1.621647, -0.936005], [0.090924, -0.972481, 1.040608], [-0.345477, 1.341208, -1.188695], [-4.583834, -1.416281, -1.897126], [2.616264, 0.089549, -0.192059], [-2.680262, -0.126750, -1.764427], [-3.847322, -2.339775, 0.188459]],
  "forces_ev_per_a": [[-0.825, -1.458, 0.452], [-0.014, 0.990, -0.185], [-2.303, 0.352, 0.172], [-0.678, 0.450, -0.215], [0.061, -0.299, -0.194], [1.059, 2.939, -1.199], [0.716, -1.029, -0.759], [-0.586, 0.063, 0.394], [1.676, 1.584, -0.913], [2.221, -1.163, 0.862], [0.170, 0.877, -0.371], [0.613, -0.631, -1.402], [-0.668, -0.313, 0.437], [-0.078, -0.168, 2.043], [0.626, -0.448, -1.765], [1.622, -1.828, 0.186], [0.254, -1.279, 0.733], [-1.868, -0.366, -2.528], [0.465, 1.094, 0.254], [0.437, 0.078, -0.342], [-0.261, 0.176, -0.232], [0.299, 0.093, -0.020], [-0.497, -0.594, 0.050], [0.227, -2.281, 1.222], [0.925, 0.936, 0.409], [-1.905, 1.522, -0.378], [-0.811, 0.263, 3.449], [-0.877, 0.438, -0.159]],
  "mulliken_charge": [-0.529, -0.551, -0.417, 0.406, 0.241, -0.210, 0.311, 0.312, -0.486, -0.577, -0.827, 0.474, 0.408, 0.570, -0.520, 0.246, 0.081, -0.129, 0.360, 0.332, 0.236, 0.333, 0.337, -0.724, 0.248, 0.687, -0.907, 0.295]
}